#A
{
  "formula": "C5H12",
  "method": "wB97M-V/def2-TZVPD",
  "elements": ["C", "C", "C", "C", "C", "H", "H", "H", "H", "H", "H", "H", "H", "H", "H", "H", "H"],
  "positions_angstrom": [[-2.085, -0.709, 0.183], [-1.404, 0.613, -0.235], [0.045, 0.722, 0.243], [0.979, -0.325, -0.343], [2.433, -0.202, 0.136], [-3.136, -0.688, -0.122], [-2.012, -0.847, 1.248], [-1.670, -1.549, -0.348], [-2.031, 1.432, 0.184], [-1.447, 0.674, -1.353], [0.051, 0.646, 1.343], [0.459, 1.726, -0.014], [0.580, -1.336, -0.178], [0.996, -0.179, -1.447], [3.086, -0.946, -0.341], [2.504, -0.329, 1.228], [2.817, 0.805, -0.107]],
  "nbo_charge": [-0.6089, -0.3869, -0.3972, -0.3977, -0.6017, 0.2079, 0.2004, 0.2001, 0.2016, 0.1930, 0.1912, 0.1993, 0.1972, 0.1904, 0.2100, 0.2003, 0.2010],
  "smiles": "CCCCC",
  "spin_multiplicity": 1
}

***

#B
{
  "formula": "C5H12",
  "method": "wB97M-V/def2-TZVPD",
  "elements": ["C", "C", "C", "C", "C", "H", "H", "H", "H", "H", "H", "H", "H", "H", "H", "H", "H"],
  "positions_angstrom": [[2.614, -0.738, -0.357], [1.384, 0.148, -0.139], [0.201, -0.213, -1.021], [-0.624, 0.716, -1.628], [-2.584, 0.115, 1.623], [2.389, -1.387, -1.199], [2.824, -1.357, 0.517], [3.538, -0.208, -0.574], [1.407, 1.249, -0.105], [0.946, 0.004, 0.859], [0.475, -1.189, -1.430], [-0.491, 1.653, -2.163], [-3.534, 0.369, 1.158], [-1.601, 0.699, -1.119], [-2.882, -0.414, 2.535], [-1.896, -0.503, 1.059], [-2.167, 1.056, 1.985]],
  "nbo_charge": [-0.6171, -0.4774, -0.1118, -0.4969, -0.8617, 0.2004, 0.2126, 0.2203, 0.2212, 0.2327, 0.2037, 0.2017, 0.2164, 0.2117, 0.2125, 0.2186, 0.2134],
  "smiles": "C=CCC.C",
  "spin_multiplicity": 1
}

***

#C
{
  "formula": "C5H12",
  "method": "wB97M-V/def2-TZVPD",
  "elements": ["C", "C", "H", "H", "H", "H", "H", "H", "C", "C", "C", "H", "H", "H", "H", "H", "H"],
  "positions_angstrom": [[1.087, 1.981, 0.585], [1.218, 2.569, 1.987], [0.317, 2.355, -0.080], [0.931, 0.897, 0.607], [2.011, 2.039, 0.017], [0.618, 1.982, 2.678], [2.247, 2.612, 2.317], [0.776, 3.563, 2.019], [-2.071, -1.689, -0.836], [-0.598, -1.979, -0.769], [0.119, -2.436, -1.777], [-2.296, -0.633, -0.663], [-2.479, -1.945, -1.817], [-2.579, -2.212, -0.030], [-0.176, -1.824, 0.218], [1.162, -2.712, -1.686], [-0.286, -2.567, -2.769]],
  "nbo_charge": [-0.6163, -0.6124, 0.2074, 0.2012, 0.2038, 0.2032, 0.2084, 0.2049, -0.6460, -0.1654, -0.4063, 0.2153, 0.2099, 0.2163, 0.1911, 0.1973, 0.1875],
  "smiles": "C=CC.CC",
  "spin_multiplicity": 1
}

***

Tell me which of them is the most stable. Sure, it is #A.

***

#A
{
  "formula": "C14H16O",
  "method": "wB97M-V/def2-TZVPD",
  "elements": ["C", "C", "C", "C", "C", "C", "C", "O", "H", "H", "H", "H", "H", "H", "H", "H", "C", "C", "C", "C", "C", "C", "C", "H", "H", "H", "H", "H", "H", "H", "H"],
  "positions_angstrom": [[1.662, 1.210, 1.395], [3.067, 0.590, -2.110], [3.610, -0.719, -1.869], [2.591, 1.250, -0.998], [2.460, 0.567, 0.276], [3.235, -1.448, -0.728], [2.754, -0.791, 0.372], [4.615, -1.140, -2.678], [2.993, 0.982, -3.090], [2.227, 2.270, -1.070], [3.197, -2.540, -0.805], [4.725, -2.063, -2.544], [1.426, 2.184, 0.993], [2.282, 1.429, 2.236], [2.572, -1.326, 1.351], [0.816, 0.663, 1.607], [-4.277, 1.798, 0.739], [-2.715, -1.630, -0.414], [-3.535, -0.457, -0.411], [-1.736, -1.842, 0.442], [-3.312, 0.627, 0.438], [-1.391, -0.727, 1.218], [-2.256, 0.319, 1.317], [-3.183, -2.470, -1.001], [-4.270, -0.422, -1.366], [-1.239, -2.786, 0.446], [-0.493, -0.735, 1.858], [-5.370, 1.438, 0.443], [-4.264, 2.699, 0.205], [-1.794, 1.178, 1.902], [-4.397, 1.890, 1.845]],
  "nbo_charge": [-0.6195, -0.2735, 0.3334, -0.1942, -0.0428, -0.3147, -0.2016, -0.6528, 0.2252, 0.2093, 0.2114, 0.4736, 0.2089, 0.2132, 0.2143, 0.2095, -0.6341, -0.2203, -0.1921, -0.2141, -0.0340, -0.2055, -0.2178, 0.2102, 0.2082, 0.2162, 0.2076, 0.2148, 0.2281, 0.2045, 0.2288],
  "smiles": "Cc1ccc(O)cc1.Cc1ccccc1",
  "spin_multiplicity": 1
}

***

#B
{
  "formula": "C14H16O",
  "method": "wB97M-V/def2-TZVPD",
  "elements": ["C", "C", "C", "C", "C", "C", "C", "O", "H", "H", "H", "H", "H", "H", "H", "H", "C", "C", "C", "C", "C", "C", "C", "H", "H", "H", "H", "H", "H", "H", "H"],
  "positions_angstrom": [[1.001, -1.387, 2.357], [0.493, 0.651, 1.105], [0.317, -0.070, 2.357], [-0.256, 1.756, 0.927], [-1.090, 2.259, 1.901], [-0.377, 0.448, 3.367], [-1.308, 1.450, 3.128], [-1.633, 3.526, 1.815], [1.028, 0.385, 0.224], [-0.093, 2.393, 0.092], [1.427, -1.695, 1.506], [0.274, -2.216, 2.445], [-0.536, -0.019, 4.410], [-0.964, 4.225, 1.353], [-2.143, 1.583, 3.747], [1.726, -1.937, 2.911], [1.985, -1.249, -3.375], [-1.107, -1.678, -1.490], [0.252, -1.724, -1.846], [-1.652, -0.399, -1.576], [0.925, -0.758, -2.460], [-0.935, 0.794, -1.873], [0.376, 0.579, -2.317], [-1.612, -2.524, -1.079], [0.645, -2.763, -1.654], [-2.699, -0.325, -1.556], [-1.323, 1.792, -1.658], [2.681, -1.850, -2.507], [2.236, -0.548, -4.098], [0.907, 1.455, -2.476], [1.455, -2.156, -3.681]],
  "nbo_charge": [-0.6646, -0.1809, -0.0508, -0.2808, 0.3007, -0.2035, -0.2332, -0.6974, 0.2275, 0.1963, 0.2177, 0.2093, 0.2175, 0.4873, 0.2160, 0.2366, -0.6258, -0.2147, -0.2155, -0.2087, -0.0306, -0.2137, -0.2254, 0.2221, 0.1997, 0.2004, 0.2248, 0.2207, 0.2311, 0.2040, 0.2339],
  "smiles": "Cc1ccc(O)cc1.Cc1ccccc1",
  "spin_multiplicity": 1
}

***

Tell me which of them is the most stable. Sure, it is #A.

***

#A
{
  "formula": "CH11NO4",
  "method": "wB97M-V/def2-TZVPD",
  "elements": ["C", "N", "H", "H", "H", "H", "H", "O", "H", "H", "O", "H", "H", "O", "H", "H", "O"],
  "positions_angstrom": [[-3.746, -0.835, 1.066], [-2.581, -0.935, 0.589], [-4.322, 0.047, 0.813], [-4.198, -1.500, 1.802], [-2.210, -1.885, 0.699], [1.159, 1.137, 2.588], [2.403, 1.006, 1.778], [2.018, 1.559, 2.471], [3.766, 2.098, -1.804], [2.626, 1.137, -2.125], [3.378, 1.262, -1.527], [0.829, -1.693, 0.530], [-0.478, -1.008, 0.383], [0.231, -1.377, -0.167], [0.518, -0.265, -1.860], [-0.103, 0.878, -2.676], [0.708, 0.374, -2.558]],
  "nbo_charge": [-0.0074, -0.6435, 0.1626, 0.1534, 0.3397, 0.4581, 0.4734, -0.9312, 0.4622, 0.4944, -0.9628, 0.4726, 0.4841, -0.9545, 0.5013, 0.4719, -0.9741],
  "smiles": "C=N.O.O.O.O",
  "spin_multiplicity": 1
}

***

#B
{
  "formula": "CH11NO4",
  "method": "wB97M-V/def2-TZVPD",
  "elements": ["C", "N", "H", "H", "H", "H", "H", "O", "H", "H", "O", "H", "H", "O", "H", "H", "O"],
  "positions_angstrom": [[2.212, 1.985, -2.858], [2.361, 1.829, -1.556], [1.977, 1.176, -3.530], [2.294, 2.894, -3.391], [2.603, 2.627, -0.996], [-1.674, -3.285, 0.476], [-2.204, -1.931, 0.351], [-1.579, -2.465, -0.023], [-3.081, -0.026, 1.352], [-2.034, -0.607, 2.177], [-2.898, -0.878, 1.747], [1.269, -0.771, -0.219], [0.029, -1.428, -0.135], [0.590, -0.831, 0.466], [-0.211, -0.108, 1.791], [0.624, 1.026, 2.112], [-0.277, 0.792, 2.236]],
  "nbo_charge": [-0.0348, -0.6153, 0.1617, 0.1450, 0.3450, 0.4748, 0.4880, -0.9628, 0.4776, 0.4900, -0.9527, 0.4865, 0.5069, -0.9885, 0.4872, 0.4688, -0.9773],
  "smiles": "C=N.O.O.O.O",
  "spin_multiplicity": 1
}

***

Tell me which of them is the most stable. Sure, it is #A.